(1)
{"formula": "C21H26N6O", "method": "ωB97M-V with the def2-TZVPD basis set", "species": ["C", "C", "N", "C", "N", "C", "N", "N", "C", "C", "C", "H", "H", "C", "C", "O", "N", "C", "H", "C", "N", "C", "C", "H", "H", "H", "H", "C", "C", "C", "C", "C", "C", "C", "H", "H", "H", "H", "H", "H", "H", "H", "H", "H", "H", "H", "C", "H", "H", "H", "H", "H", "H", "H"], "coordinates": [[2.3798, 3.6125, 2.3420], [1.6710, 2.4587, 2.9030], [2.3812, 1.5803, 3.7355], [1.7904, 0.7673, 4.3908], [2.3948, -0.0398, 5.1546], [1.1136, -0.7164, 5.6407], [-0.1203, -0.2415, 5.1094], [0.5155, 0.5682, 4.3420], [-0.2585, 1.3731, 3.5772], [0.2997, 2.3952, 2.7761], [-0.5033, 3.1384, 2.0540], [0.2538, 4.0575, 1.6976], [-1.2246, 3.7857, 2.2767], [-0.9942, 2.4288, 0.6780], [0.2651, 2.4556, -0.4475], [1.0145, 3.2713, -0.3345], [-0.1124, 1.7479, -1.5859], [-1.2009, 0.7443, -1.6334], [-1.9093, 0.6668, -0.9602], [-0.6813, -0.7507, -1.4504], [0.5499, -0.9349, -2.5014], [1.3915, 0.0261, -2.1730], [0.9108, 1.3503, -2.3790], [1.5979, 2.1924, -2.1696], [0.7740, 1.3944, -3.3823], [2.2680, -0.2159, -3.1757], [2.0355, 0.0346, -1.4699], [0.9297, -2.4791, -2.5077], [-0.2559, -3.1555, -2.9690], [-0.5105, -4.4053, -2.3954], [-1.4020, -5.3882, -2.7515], [-2.0486, -4.9384, -3.9215], [-1.9493, -3.8145, -4.5933], [-0.8775, -2.8140, -4.2075], [-0.6971, -1.9287, -4.6774], [-2.5628, -3.6879, -5.3825], [-2.8005, -5.6655, -4.3027], [-1.8980, -6.1638, -2.2269], [0.1207, -4.7177, -1.4350], [1.6680, -2.3867, -3.1040], [1.1455, -2.5972, -1.6755], [-1.5740, -1.4211, -1.4927], [-0.1651, -0.7982, -0.4355], [-1.5415, 0.9322, -2.6903], [-1.1456, 1.4825, 1.0268], [-1.8277, 2.9731, 0.0442], [-1.8673, 1.1296, 3.3922], [-2.4605, 1.9909, 3.0259], [-1.9395, 0.1352, 2.8589], [-2.1435, 0.7821, 4.6642], [1.2118, -1.7184, 6.3205], [3.5624, 3.4456, 2.6255], [2.3972, 3.4101, 1.1639], [2.0293, 4.6487, 2.6312]], "relative_energy_kcal_mol": 382.8, "max_force_ev_per_a": 14.70, "energy_ev": -33171.5871, "molar_mass_g_mol": 378.48, "orbital_gap_ha": 0.328}

---

(2)
{"formula": "C21H27BrN4OReSSbSe4", "method": "ωB97M-V with the def2-TZVPD basis set", "species": ["Re", "N", "C", "S", "N", "N", "C", "C", "C", "C", "C", "C", "N", "H", "H", "H", "H", "H", "H", "H", "C", "C", "C", "C", "C", "C", "C", "Br", "C", "O", "C", "C", "C", "C", "C", "C", "H", "H", "H", "H", "H", "H", "H", "H", "H", "H", "H", "H", "H", "H", "H", "H", "H", "H", "H", "H", "Se", "Sb", "Se", "Se", "Se"], "coordinates": [[-1.7135, -1.5333, 0.6474], [1.9786, -2.7700, 1.7174], [0.6382, -2.7524, 1.7373], [-0.1958, -3.2789, 0.2002], [-0.0036, -2.4089, 2.8187], [-1.3634, -2.3115, 2.5425], [-2.2020, -2.9518, 3.2546], [-3.5052, -3.1658, 2.6225], [-4.5827, -3.7213, 3.2869], [-5.7610, -3.9341, 2.5868], [-5.8185, -3.5788, 1.2502], [-4.6937, -3.0331, 0.6525], [-3.5520, -2.8424, 1.3109], [2.4426, -3.3383, 1.0295], [2.4531, -2.6496, 2.6009], [-1.8947, -3.4334, 4.1754], [-4.4961, -3.9701, 4.3356], [-6.6219, -4.3639, 3.0807], [-6.7210, -3.7070, 0.6697], [-4.7027, -2.7338, -0.3864], [2.5558, 3.3020, -3.7130], [2.7191, 1.7752, -3.7498], [4.2024, 1.4127, -3.6015], [2.2271, 1.2637, -5.1034], [1.9220, 1.1770, -2.5905], [0.7873, 0.3997, -2.7880], [0.1181, -0.0503, -1.6723], [-1.5453, -0.9907, -1.8617], [0.4741, 0.2387, -0.3609], [-0.2348, -0.2801, 0.6950], [1.5792, 1.0709, -0.1408], [2.2749, 1.4805, -1.2773], [2.0476, 1.6272, 1.2169], [3.5259, 1.2647, 1.4245], [1.8930, 3.1569, 1.1741], [1.2718, 1.1271, 2.4388], [3.0473, 3.7511, -4.5782], [3.0001, 3.7312, -2.8135], [1.5009, 3.5815, -3.7375], [4.7682, 1.8239, -4.4394], [4.3406, 0.3297, -3.6017], [4.6335, 1.8122, -2.6831], [2.8528, 1.6800, -5.8936], [1.1992, 1.5710, -5.3067], [2.2928, 0.1757, -5.1719], [0.4238, 0.1558, -3.7754], [3.1427, 2.1087, -1.1279], [4.1722, 1.6870, 0.6551], [3.6604, 0.1808, 1.4201], [3.8648, 1.6471, 2.3887], [2.4056, 3.6006, 0.3205], [2.3106, 3.5921, 2.0839], [0.8388, 3.4350, 1.1182], [1.3571, 0.0502, 2.5778], [0.2157, 1.3862, 2.3905], [1.6918, 1.6134, 3.3223], [-5.6035, 3.3953, 0.3363], [-5.4283, 1.2632, 1.3353], [-7.4959, -0.0050, 0.7983], [-5.2991, 1.9486, 3.6893], [-3.3950, -0.0122, 0.4698]], "relative_energy_kcal_mol": 38.0, "max_force_ev_per_a": 2.76, "multiplicity": 4, "energy_ev": -381146.4050, "molar_mass_g_mol": 1087.25, "orbital_gap_ha": [0.222, 0.196], "total_charge": 1}

---

(3)
{"formula": "C21H27BrN9O4Ti", "method": "ωB97M-V with the def2-TZVPD basis set", "species": ["Ti", "C", "O", "C", "O", "N", "N", "H", "H", "H", "H", "H", "H", "N", "C", "N", "C", "N", "N", "C", "N", "C", "C", "C", "C", "C", "N", "H", "H", "H", "H", "H", "H", "H", "H", "Br", "C", "C", "C", "C", "C", "C", "H", "H", "H", "H", "O", "C", "O", "C", "N", "C", "C", "C", "H", "H", "H", "H", "H", "H", "H", "H", "H"], "coordinates": [[-0.0019, 0.2735, -0.6050], [-3.9550, 1.3642, -1.2455], [-3.9192, 0.9906, 0.1449], [-2.9572, 0.1735, 0.5256], [-2.1378, -0.3356, -0.2560], [-2.9917, -0.0689, 1.8405], [-2.0111, -0.8814, 2.4088], [-4.4982, 2.3026, -1.2786], [-4.4904, 0.6017, -1.8096], [-2.9487, 1.4871, -1.6374], [-3.6025, 0.5098, 2.4014], [-2.4502, -1.5598, 3.0191], [-1.3524, -0.3082, 2.9274], [-0.8376, -2.9730, -0.0096], [0.4351, -2.7354, 0.3998], [1.1133, -3.7336, 0.9144], [2.3856, -3.4506, 1.2734], [3.0707, -4.4406, 1.8617], [2.9976, -2.2887, 1.0755], [2.2521, -1.3492, 0.4982], [0.9391, -1.4858, 0.1877], [2.8482, -0.0949, 0.1099], [4.1729, 0.2321, 0.4260], [4.6822, 1.4300, -0.0064], [3.8586, 2.2835, -0.7553], [2.5644, 1.9140, -1.0127], [2.0467, 0.7431, -0.5817], [-1.2064, -3.8494, 0.3262], [-1.4718, -2.1840, 0.0168], [2.6316, -5.3366, 1.9682], [4.0354, -4.3113, 2.1052], [4.7625, -0.4695, 0.9965], [5.7006, 1.7103, 0.2233], [4.2192, 3.2322, -1.1261], [1.8963, 2.5551, -1.5745], [-1.3386, 5.3043, 3.8706], [-0.9445, 3.8806, 2.6898], [-1.2873, 3.9787, 1.3528], [-1.0014, 2.9170, 0.4985], [-0.3813, 1.7443, 0.9417], [-0.0173, 1.7072, 2.2930], [-0.2968, 2.7508, 3.1677], [-1.7691, 4.8743, 0.9826], [-1.2809, 3.0480, -0.5478], [0.5309, 0.8537, 2.6885], [-0.0005, 2.6971, 4.2075], [0.6842, -1.0662, -3.2182], [-0.4655, -0.5010, -2.9730], [-0.5444, 0.6553, -2.5144], [-1.6835, -1.2504, -3.4937], [-1.1972, -2.5296, -4.0358], [-1.5636, -2.6143, -5.4674], [-1.6673, -1.1558, -5.8885], [-2.3277, -0.5031, -4.6765], [-2.3729, -1.3775, -2.6571], [-1.5137, -3.3229, -3.4953], [0.3822, -1.9522, -3.6182], [-2.5227, -3.1236, -5.5951], [-0.8052, -3.1698, -6.0163], [-2.2344, -1.0250, -6.8073], [-0.6708, -0.7397, -6.0544], [-3.4004, -0.7014, -4.6733], [-2.1840, 0.5737, -4.6132]], "relative_energy_kcal_mol": 20.3, "max_force_ev_per_a": 1.27, "multiplicity": 3, "energy_ev": -136971.6448, "molar_mass_g_mol": 597.28, "orbital_gap_ha": [0.194, 0.292], "total_charge": 1}

---

(4)
{"formula": "C21H27ClF5NORhS2", "method": "ωB97M-V with the def2-TZVPD basis set", "species": ["Rh", "F", "C", "C", "F", "C", "F", "C", "S", "C", "F", "C", "F", "C", "C", "C", "S", "O", "C", "C", "C", "H", "H", "H", "H", "H", "H", "H", "H", "H", "H", "H", "H", "H", "H", "C", "N", "C", "C", "C", "C", "C", "C", "C", "C", "H", "H", "H", "H", "H", "H", "H", "H", "H", "H", "H", "H", "H", "Cl"], "coordinates": [[0.0469, 0.0682, 0.2450], [6.0817, -1.9304, -3.0101], [4.9783, -1.9439, -2.2934], [4.5372, -0.7736, -1.6857], [5.2374, 0.3466, -1.8193], [3.3788, -0.7923, -0.9467], [3.0041, 0.3337, -0.3503], [2.6185, -1.9617, -0.7810], [1.1464, -2.0254, 0.0871], [3.1101, -3.1313, -1.3918], [2.4433, -4.2663, -1.2668], [4.2658, -3.1274, -2.1421], [4.7011, -4.2347, -2.7228], [-1.0883, 4.2657, -0.6293], [-0.7715, 4.1308, 0.8545], [0.7102, 4.2834, 1.1833], [1.6336, 2.8912, 0.5258], [1.0411, 1.6925, 1.2804], [3.2602, 3.1794, 1.2752], [3.4767, 2.4955, 2.6203], [2.6416, 3.0282, 3.7772], [-2.1642, 4.2044, -0.7992], [-0.6173, 3.4785, -1.2217], [-0.7539, 5.2316, -1.0103], [-1.1078, 3.1656, 1.2496], [-1.3079, 4.8892, 1.4277], [0.8793, 4.3259, 2.2578], [1.1425, 5.1721, 0.7151], [3.3810, 4.2636, 1.3301], [3.9706, 2.8016, 0.5402], [4.5393, 2.6094, 2.8461], [3.2996, 1.4256, 2.4989], [2.7013, 4.1165, 3.8494], [3.0012, 2.6192, 4.7206], [1.5952, 2.7400, 3.6757], [-4.8194, -0.1602, -2.2886], [-3.3868, 0.0813, -1.9704], [-3.2056, 1.4628, -1.4321], [-2.8000, -1.0247, -1.0834], [-2.9400, -0.7432, 0.3819], [-4.1355, -1.0385, 1.0361], [-4.2989, -0.7244, 2.3762], [-3.2584, -0.1179, 3.0653], [-2.0559, 0.1493, 2.4215], [-1.8674, -0.1673, 1.0756], [-5.1652, 0.6103, -2.9729], [-5.3841, -0.1104, -1.3613], [-4.9265, -1.1415, -2.7430], [-2.8488, 0.0392, -2.8377], [-3.7883, 1.5565, -0.5203], [-3.5607, 2.1590, -2.1888], [-2.1498, 1.6225, -1.2406], [-1.7532, -1.0819, -1.3744], [-3.3062, -1.9400, -1.3877], [-4.9384, -1.5377, 0.5034], [-5.2263, -0.9599, 2.8806], [-3.3774, 0.1351, 4.1111], [-1.2515, 0.6106, 2.9850], [0.0810, 0.6520, -2.1123]], "relative_energy_kcal_mol": 0.0, "max_force_ev_per_a": 0.15, "multiplicity": 5, "energy_ev": -76532.5427, "molar_mass_g_mol": 606.94, "orbital_gap_ha": [0.316, 0.221], "total_charge": 1}

---

(5)
{"formula": "C21H27ClN2O5", "method": "ωB97M-V with the def2-TZVPD basis set", "species": ["C", "O", "C", "C", "C", "C", "C", "C", "O", "N", "C", "C", "C", "O", "C", "C", "N", "C", "O", "C", "C", "C", "C", "C", "O", "C", "C", "C", "Cl", "H", "H", "H", "H", "H", "H", "H", "H", "H", "H", "H", "H", "H", "H", "H", "H", "H", "H", "H", "H", "H", "H", "H", "H", "H", "H", "H"], "coordinates": [[-6.6353, 1.8457, 0.9966], [-6.2260, 0.4948, 0.8120], [-4.8771, 0.3092, 0.9368], [-4.0725, 0.2971, -0.2030], [-4.6735, 0.5330, -1.5609], [-2.7134, 0.0563, -0.0593], [-2.1450, -0.1488, 1.1907], [-0.6657, -0.3779, 1.2500], [-0.0569, -0.8573, 0.3055], [-0.0340, 0.0229, 2.3772], [1.4108, -0.0471, 2.4964], [1.9286, -1.4546, 2.7639], [3.4399, -1.4797, 2.8469], [3.9564, -0.9568, 1.6384], [5.3628, -1.0226, 1.5550], [5.7852, -0.4152, 0.2359], [5.1357, -1.1291, -0.8721], [4.8736, -0.3987, -2.0406], [5.7135, -0.1679, -2.8735], [3.4633, -0.0864, -2.2500], [2.2822, 0.1064, -2.3624], [0.8496, 0.3303, -2.4892], [0.4366, 1.5044, -3.3809], [-1.0229, 1.1567, -3.6896], [-1.1499, -0.2609, -3.5360], [0.1096, -0.8178, -3.1744], [-2.9519, -0.1445, 2.3213], [-4.3110, 0.0770, 2.1877], [-5.3195, 0.0423, 3.5963], [-7.7148, 1.8698, 0.8711], [-6.3831, 2.2010, 1.9983], [-6.1722, 2.5006, 0.2534], [-3.9902, 0.2019, -2.3405], [-5.6163, -0.0028, -1.6654], [-4.8803, 1.5934, -1.7191], [-2.0819, 0.0361, -0.9388], [-0.5607, 0.5130, 3.0774], [1.8637, 0.3385, 1.5818], [1.7128, 0.6230, 3.3040], [1.5105, -1.8330, 3.7003], [1.5988, -2.1193, 1.9640], [3.7932, -0.8742, 3.6939], [3.7982, -2.5059, 2.9933], [5.8193, -0.4597, 2.3776], [5.6992, -2.0658, 1.6190], [5.5267, 0.6498, 0.2341], [6.8695, -0.4954, 0.1431], [4.2669, -1.5251, -0.5298], [0.4283, 0.4515, -1.4881], [0.5487, 2.4725, -2.8957], [1.0362, 1.5081, -4.2918], [-1.7052, 1.6384, -2.9835], [-1.3042, 1.4413, -4.7049], [0.6530, -1.1492, -4.0666], [-0.0527, -1.6665, -2.5129], [-2.5567, -0.3528, 3.3072]], "relative_energy_kcal_mol": 56.6, "smiles": "COc1c(C)cc(C(=O)NCCCOCCNC(=O)C#C[C@H]2CCOC2)cc1Cl", "max_force_ev_per_a": 1.05, "energy_ev": -47953.3978, "molar_mass_g_mol": 422.91, "orbital_gap_ha": 0.360}

---

(6)
{"formula": "C21H27FIrN7O4", "method": "ωB97M-V with the def2-TZVPD basis set", "species": ["Ir", "C", "C", "N", "C", "C", "N", "C", "C", "N", "C", "C", "N", "C", "C", "C", "C", "C", "C", "C", "N", "H", "H", "H", "H", "H", "H", "H", "H", "H", "H", "H", "H", "H", "H", "H", "H", "H", "H", "H", "H", "H", "H", "H", "F", "C", "C", "N", "C", "C", "O", "O", "C", "O", "N", "C", "O", "H", "H", "H", "H"], "coordinates": [[0.2192, 0.3006, 1.4068], [-3.8981, -0.2378, 2.3039], [-2.5857, 0.0512, 1.6822], [-1.5187, 0.4273, 2.3902], [-1.5958, 1.0320, 3.6931], [-0.9025, 2.4105, 3.6314], [0.3890, 2.3249, 2.9455], [1.5698, 2.1293, 3.7940], [1.8285, 0.6462, 4.0495], [1.8682, -0.1134, 2.7828], [3.1155, 0.0299, 1.9817], [2.9664, 1.0010, 0.8005], [1.7354, 0.6645, 0.0943], [1.6464, 0.6780, -1.1948], [2.7323, 1.0801, -2.1180], [-0.5663, -0.4043, -1.3008], [-1.5972, -0.5584, -2.4548], [-2.9888, -0.7068, -1.9595], [-3.3254, -0.5310, -0.6580], [-2.3569, -0.1154, 0.2896], [-1.0747, 0.1916, -0.1198], [-3.8005, -0.5383, 3.3442], [-4.4205, -1.0273, 1.7691], [-4.5368, 0.6504, 2.2712], [-1.1078, 0.3868, 4.4300], [-2.6303, 1.1976, 4.0046], [-0.7887, 2.7893, 4.6545], [-1.5435, 3.1031, 3.0804], [0.5191, 3.1560, 2.3740], [1.4471, 2.6331, 4.7603], [2.4368, 2.5792, 3.3084], [1.0318, 0.2245, 4.6670], [2.7691, 0.5353, 4.5990], [1.8100, -1.0990, 3.0508], [3.3663, -0.9523, 1.5723], [3.9508, 0.3584, 2.6058], [3.8394, 0.9021, 0.1505], [2.9247, 2.0455, 1.1279], [3.0464, 2.1077, -1.9304], [2.4001, 0.9846, -3.1479], [3.6054, 0.4360, -1.9981], [-1.5138, 0.3592, -3.0578], [-3.7401, -0.9909, -2.6811], [-4.3419, -0.6806, -0.3341], [-2.8959, -1.3597, -5.1011], [-1.6127, -1.4496, -4.8371], [-1.2524, -1.7769, -3.4315], [0.1295, -2.1065, -3.3117], [0.5216, -2.6360, -2.0403], [0.0968, -1.7817, -0.8925], [0.3088, -2.0055, 0.2691], [0.5439, 0.3202, -1.8577], [1.1185, -1.6476, -4.1841], [2.2704, -1.6132, -3.8431], [0.6723, -1.2560, -5.4165], [-0.6471, -1.1811, -5.8722], [-0.9109, -0.8784, -7.0117], [-1.8544, -2.6422, -3.1047], [1.6197, -2.7366, -2.0303], [0.1144, -3.6479, -1.8834], [1.3932, -1.0615, -6.1116]], "max_force_ev_per_a": 1.86, "multiplicity": 6, "energy_ev": -46362.2850, "molar_mass_g_mol": 652.71, "orbital_gap_ha": [0.271, 0.154], "total_charge": 3}